Record 1
53
Properties=species:S:1:pos:R:3:forces:R:3 method="wB97M-V/def2-TZVPD" homo_energy_ev=-7.701 total_energy_ha=-2116.443989 relative_energy_kcal_mol=472.0 orbital_gap_ev=7.8114
Cl -7.260580 -3.122487 -2.138786 -0.066 0.037 -0.609
S 3.207858 -0.631328 0.767675 -1.629 -3.992 -2.621
O 0.225082 2.011392 0.725612 -0.040 1.071 -0.652
O 4.534347 -1.150405 0.895679 0.153 -0.714 2.203
O 2.289455 -1.417718 -0.073284 0.496 -0.432 2.230
N 2.851370 2.089661 1.915256 3.374 3.716 -6.984
N 2.356007 -0.153772 2.177145 2.065 -9.658 -4.493
N -0.468504 -0.054856 0.166527 -0.495 2.352 4.889
N -1.551807 -1.786501 -1.322930 -7.971 8.288 -10.761
C -0.755357 -1.355594 0.749234 -0.216 -0.283 2.602
C -5.107560 -1.785729 -2.836081 8.976 8.192 -5.858
C 3.482261 0.617658 -0.226682 -0.526 11.023 -0.718
C -5.570032 -2.629907 -2.152471 -6.082 -8.623 9.182
C -0.757775 -2.288177 -0.388265 6.931 10.231 0.728
C -1.262353 -0.365815 -2.109852 12.693 -8.721 2.849
C 3.667262 3.042662 -1.550610 3.498 3.724 -9.612
C 3.732462 0.817790 -1.618848 0.836 -1.597 1.980
C 3.283497 2.077595 0.496115 0.872 -8.228 1.424
C -3.007086 -1.864536 -1.643690 1.582 -3.276 4.734
C 4.040604 1.965683 -2.359893 -2.264 0.397 17.722
C 3.599933 3.090470 -0.284258 -4.317 5.767 7.914
C -3.771382 -2.749212 -0.580459 8.383 4.032 -3.236
C 0.315025 1.739564 3.549573 -8.171 5.857 -4.797
C 2.336297 0.996286 2.397457 -2.311 10.017 7.291
C -0.019013 0.231280 -1.101361 0.515 -8.929 -4.103
C -0.519179 0.821084 2.426456 -3.634 -1.099 8.885
C -4.901918 -3.035554 -0.992529 -8.367 -5.433 2.721
C -0.297990 0.965581 1.097457 2.699 0.674 -5.787
C 1.629703 1.475576 3.756602 5.721 -5.721 0.192
C -3.706621 -1.355643 -2.708928 -3.673 -4.762 6.327
H -0.034833 -1.617683 1.537039 0.528 0.039 -0.549
H 1.616007 0.472374 4.282795 0.618 0.955 0.188
H 1.089971 -0.510206 -1.361716 -3.500 2.436 0.633
H -1.211172 -3.021328 -0.400214 -6.439 -14.352 2.459
H -1.710281 -1.335626 1.443062 1.076 -0.027 -2.110
H -0.311607 1.842081 4.473319 0.497 -0.084 -0.949
H 2.714422 3.118080 2.095204 -0.668 -2.034 1.007
H -3.126611 -3.312072 0.033822 -0.021 -0.159 1.521
H -1.787022 0.966662 2.562972 3.541 -0.282 0.018
H -0.302886 -0.166990 2.851593 -0.508 -0.193 -0.606
H 3.976675 1.906170 -3.219739 -0.298 -0.488 -14.875
H -1.918897 0.242601 -1.955638 -7.932 6.476 0.759
H 3.740497 4.076293 -2.075301 -0.505 -1.659 0.810
H 2.362126 2.125905 4.253641 -0.866 0.227 0.066
H 3.060994 4.152144 0.236962 2.155 -2.525 -1.564
H -5.661887 -1.428974 -3.552090 -2.600 2.344 -4.176
H 0.220402 2.819046 2.857553 0.109 -2.392 2.435
H -3.201188 -0.878708 -3.335309 3.409 4.280 -5.716
H -5.521614 -3.710620 -0.220877 1.079 1.121 -2.066
H -0.697530 -0.595464 -3.018857 -1.207 0.422 -0.334
H 0.200548 1.141777 -1.395686 0.845 4.603 -0.384
H 0.130306 -2.428713 -0.958873 1.656 -0.335 0.891
H 3.779574 -0.051798 -2.165522 0.003 -2.285 -1.103

Record 2
52
Properties=species:S:1:pos:R:3:forces:R:3 method="wB97M-V/def2-TZVPD" homo_energy_ev=-4.212 total_energy_ha=-6110.899040 charge=-1 orbital_gap_ev=6.8502
Se -1.084616 0.951206 -3.663086 0.197 -0.230 0.179
Cu 0.685104 -0.038984 -2.386999 -0.325 0.287 0.208
S 3.338558 -1.066177 -1.998925 -0.150 0.375 -0.264
P 0.967077 0.031018 -0.049084 -0.119 -0.045 -0.097
Si -3.016196 0.353451 -2.690767 0.168 0.065 -0.153
O 2.120101 -1.883418 -2.103236 0.133 -0.219 0.053
O 3.056630 0.296290 -2.478691 0.161 -0.312 0.137
O 4.538983 -1.681424 -2.508776 0.008 0.003 -0.077
C 3.633319 -0.875947 -0.236343 -0.144 0.028 0.073
C 0.592870 1.643715 0.712369 0.090 0.011 0.058
C -1.073629 3.308112 1.253857 -0.011 -0.019 -0.011
C -0.073933 4.214363 1.580534 0.035 -0.011 -0.002
C 5.129443 -1.110060 1.630853 -0.002 -0.001 0.006
C 4.144959 -0.620412 2.479257 0.074 -0.012 0.071
C 2.635878 -0.377485 0.605953 0.114 -0.032 0.002
C 4.872980 -1.242134 0.276788 -0.111 0.030 -0.092
C -0.841599 -3.432503 1.056402 -0.021 -0.005 0.022
C -0.017504 -1.168542 0.929606 0.006 0.011 0.000
C -3.857110 1.823671 -1.864107 -0.045 0.005 0.002
C -4.206875 -0.256537 -4.012819 -0.083 -0.012 -0.013
C 1.256596 3.840914 1.459618 -0.012 0.008 0.010
C -0.135650 -2.448442 0.383235 0.032 0.062 0.048
C -1.342266 -1.877828 2.816822 -0.003 0.029 0.016
C -1.452121 -3.147967 2.271920 0.020 -0.014 -0.046
C -0.740969 2.036290 0.816030 -0.060 0.007 -0.045
C -2.899339 -1.014561 -1.410441 0.121 -0.002 0.080
C 2.909225 -0.263921 1.969588 -0.068 0.015 -0.118
C -0.622925 -0.893100 2.151848 0.004 0.006 0.000
C 1.589969 2.564339 1.027679 -0.041 -0.015 -0.016
H 2.041536 4.548892 1.695280 0.005 -0.008 -0.001
H 2.140553 0.108235 2.637165 -0.004 -0.004 0.000
H 5.612908 -1.630538 -0.409368 0.006 0.004 0.016
H -2.418701 -1.894032 -1.845654 0.001 0.001 0.038
H 0.335193 -2.658706 -0.570334 0.005 -0.015 -0.025
H -3.888913 -1.305178 -1.042609 0.005 0.025 -0.027
H -1.524472 1.339266 0.539022 -0.013 0.042 -0.012
H -3.985539 2.635967 -2.583101 -0.009 -0.010 0.010
H -0.546027 0.098314 2.582823 -0.001 -0.036 0.008
H 2.630632 2.286555 0.921754 0.015 0.010 0.007
H -3.251153 2.207987 -1.042308 0.024 0.022 0.036
H -1.819078 -1.649800 3.762853 0.010 0.004 -0.012
H 6.097119 -1.396670 2.023780 -0.005 0.007 0.020
H -2.016803 -3.912917 2.790594 0.004 -0.005 -0.008
H -2.115059 3.597373 1.322623 0.003 -0.012 0.001
H -2.296890 -0.703185 -0.552124 -0.040 -0.058 -0.035
H -5.192446 -0.465708 -3.582789 0.005 -0.010 -0.038
H -4.841565 1.542959 -1.473416 0.028 0.030 0.003
H -0.330579 5.211567 1.915158 -0.005 0.002 -0.002
H -4.322281 0.490517 -4.801398 -0.001 -0.018 0.009
H 4.337754 -0.522448 3.540903 0.002 -0.004 -0.010
H -3.824718 -1.171149 -4.471257 -0.009 0.015 -0.007
H -0.928419 -4.421248 0.623298 0.003 0.006 0.001

Record 3
58
Properties=species:S:1:pos:R:3:forces:R:3 method="wB97M-V/def2-TZVPD" multiplicity=3 homo_energy_ev="-1.907 / -1.913" total_energy_ha=-3436.077179 s2=2.047 charge=-2 relative_energy_kcal_mol=85.9 orbital_gap_ev="6.0520 / 6.0700"
W 0.501591 -0.270905 -0.054809 -0.030 -0.117 -0.169
I 3.052506 -1.768587 -0.627732 -0.033 0.039 0.171
Sb -2.967142 -0.808606 -1.725971 -0.138 -0.026 -0.086
S -1.399012 0.930587 -1.214644 -0.060 -0.112 0.136
S -2.944059 -1.151027 -3.989212 0.023 0.001 0.016
S -1.960786 -2.747618 -0.656909 0.152 0.057 0.034
S -4.984390 -0.470024 -0.743763 0.024 0.024 -0.022
O -1.796925 1.298327 2.661432 0.031 -0.028 0.026
O -1.131784 -0.391043 1.352303 0.035 -0.012 -0.013
N 0.828048 -1.364717 2.874407 0.069 -0.114 -0.156
N -1.040181 0.831448 1.815113 0.128 0.014 -0.008
N -0.021658 1.396371 1.193976 -0.097 0.032 0.133
N 0.832942 -0.431048 -2.277511 0.043 0.010 -0.029
N 1.685536 1.397561 -0.622706 -0.008 0.051 -0.058
C 1.740250 0.629314 -4.201723 -0.036 -0.068 -0.010
C 0.681469 5.117166 1.582657 -0.008 0.005 0.007
C 2.728559 -0.079054 2.287403 -0.121 -0.150 -0.052
C 0.499657 2.614969 1.158281 0.101 -0.034 -0.020
C 2.755483 3.859682 -1.435413 -0.039 -0.064 -0.026
C 1.299263 -0.415179 -4.996348 0.041 0.069 -0.028
C 0.036180 3.610294 3.421279 -0.002 -0.006 -0.011
C -0.065189 3.815877 1.897870 0.004 0.012 -0.036
C 1.339092 -1.506084 4.098281 -0.018 0.036 -0.117
C 0.380953 -1.421077 -3.048496 0.067 0.058 -0.058
C -0.224395 -2.347563 -0.211826 -0.103 0.038 0.046
C 2.289971 2.907183 -2.402047 0.017 0.061 0.058
C 3.234464 -0.197788 3.563304 0.070 0.030 -0.019
C 2.524866 -0.931409 4.506733 0.022 -0.006 0.097
C 2.584986 3.651811 -0.125660 -0.011 -0.009 0.011
C -1.524240 4.031981 1.453663 -0.008 0.002 0.006
C 1.849711 2.450751 0.403249 0.007 0.059 0.026
C 1.830984 1.712428 -1.929903 0.043 -0.060 -0.031
C 1.467789 0.611836 -2.846008 -0.022 -0.016 0.098
C 1.487484 -0.664028 1.941318 -0.003 0.214 0.124
C 0.589222 -1.442647 -4.414827 -0.046 -0.067 0.043
H -0.185118 -2.203304 -2.568209 -0.006 -0.002 -0.010
H -0.533864 2.747772 3.751598 -0.020 -0.026 -0.002
H 2.361787 3.106600 -3.458089 0.008 -0.001 -0.004
H 0.144462 5.929746 2.078941 0.003 0.006 -0.011
H 2.881368 -1.059762 5.521939 0.013 0.006 -0.012
H 0.715064 5.327454 0.514882 0.006 -0.008 -0.009
H 3.305727 0.434569 1.530601 0.037 -0.138 0.005
H 4.184229 0.262037 3.816679 -0.002 -0.001 0.013
H 3.310470 4.729556 -1.772271 0.003 0.007 0.009
H 1.699882 5.113032 1.970733 0.001 0.001 0.004
H 0.422709 -2.979362 -0.817158 -0.023 0.022 -0.020
H -0.348430 4.500990 3.928018 -0.002 -0.002 0.006
H 0.752432 -2.108480 4.787071 -0.007 -0.001 0.009
H 1.081314 3.477487 3.714287 -0.002 -0.001 -0.001
H 2.489504 2.034462 1.195353 -0.100 0.102 -0.061
H 0.157100 -2.245447 -4.992947 -0.002 -0.004 0.009
H -1.923664 4.912130 1.967048 -0.005 0.001 0.002
H -1.564776 4.208376 0.377226 0.005 0.007 -0.002
H 2.289430 1.455432 -4.625219 0.002 0.007 -0.005
H -0.119346 -2.687940 0.824272 -0.011 0.057 -0.003
H -2.157268 3.180253 1.681310 0.001 0.027 -0.008
H 3.046250 4.311260 0.595029 0.001 0.014 0.005
H 1.488512 -0.407438 -6.062632 0.003 0.002 -0.001

Record 4
51
Properties=species:S:1:pos:R:3:forces:R:3 method="wB97M-V/def2-TZVPD" homo_energy_ev=-14.213 total_energy_ha=-1553.742174 charge=+2 relative_energy_kcal_mol=0.0 orbital_gap_ev=7.3487
Mo -0.093835 -0.152521 0.130598 -0.471 0.289 -0.158
S -2.865200 -3.933913 0.566849 0.000 -0.007 -0.010
N -2.142329 -2.913660 -1.802607 -0.008 -0.001 0.002
N 1.544247 -0.330591 -0.118390 0.209 0.094 0.001
N -0.634434 0.770884 -1.745327 0.034 -0.080 0.081
N -1.178459 -2.014681 0.135215 0.053 -0.027 0.014
N -0.674395 1.884826 0.655818 0.079 -0.133 -0.032
C -1.108009 2.033893 -1.694901 0.010 -0.063 -0.175
C -1.984047 -2.865209 -0.482290 -0.010 0.028 0.010
C -0.637800 2.388784 1.898931 0.025 -0.074 -0.011
C -1.179595 2.638467 -0.347502 -0.014 0.097 0.151
C -1.686612 3.902899 -0.102240 -0.006 -0.023 -0.087
C -0.438628 0.195648 -2.940955 0.018 -0.050 0.046
C -1.259162 2.107471 -4.083932 0.028 -0.077 -0.031
C 3.440836 0.616306 -1.262280 0.002 -0.009 0.015
C 3.656574 -0.386552 1.042950 -0.009 -0.008 -0.012
C -1.232847 -2.211366 1.516741 -0.004 0.018 0.012
C 3.212221 -1.878326 -0.941427 0.016 0.015 -0.007
C 2.986160 -0.500852 -0.325041 0.020 -0.013 -0.003
C -1.646971 4.415355 1.184900 0.033 -0.035 0.084
C -0.479250 -1.458991 2.408655 0.096 -0.046 0.052
C -1.499466 -2.698953 4.205108 -0.011 -0.002 0.010
C -1.101581 3.650460 2.204470 -0.041 0.084 -0.034
C -0.728409 0.825737 -4.131205 -0.029 0.075 -0.019
C -2.111999 -3.188918 1.958795 0.019 0.042 0.005
C -0.622213 -1.709218 3.766680 -0.078 0.035 -0.001
C -2.249189 -3.453743 3.312491 -0.016 -0.012 -0.014
C -1.444596 2.715455 -2.855186 -0.015 0.052 0.071
H -1.830034 3.722714 -2.810356 0.002 -0.004 0.015
H -2.747116 -3.592322 -2.233869 0.001 0.000 -0.004
H -1.585727 -2.327021 -2.398558 0.005 -0.005 -0.001
H 4.280635 -2.041770 -1.080446 -0.002 0.000 -0.004
H 0.301114 -0.724637 2.121380 0.052 -0.120 0.046
H -2.913820 -4.227797 3.671138 0.001 0.001 0.000
H -2.109747 4.495121 -0.899399 0.008 -0.014 -0.010
H 3.480414 0.595429 1.482249 -0.005 -0.004 0.009
H -2.036444 5.404166 1.386105 -0.001 0.000 0.003
H 4.512774 0.525059 -1.436039 0.000 -0.007 0.000
H 4.731637 -0.521746 0.927463 0.001 0.006 -0.007
H -0.006569 -0.796971 -2.918989 0.000 0.004 0.004
H 2.827158 -2.663175 -0.290373 0.001 -0.006 -0.006
H -0.222252 1.745411 2.662447 0.002 -0.007 -0.007
H -0.541413 0.324250 -5.069691 0.000 -0.001 0.000
H -0.037432 -1.154630 4.487455 0.010 -0.008 -0.003
H 2.934444 0.548470 -2.226042 -0.003 0.006 -0.001
H 3.246930 1.594816 -0.822692 0.000 0.004 -0.008
H 2.728362 -1.950596 -1.916282 -0.005 -0.018 0.006
H -1.511629 2.633716 -4.994434 0.001 0.000 -0.001
H 3.290445 -1.158508 1.720797 0.001 0.004 0.005
H -1.043561 4.016596 3.219030 -0.001 -0.002 0.001
H -1.589180 -2.895269 5.264189 0.003 0.003 0.000